Entry 1:
Density functional theory data (wB97M-V/def2-TZVPD) for a 2-piece molecular cluster, CH8N2S2 overall in a non-equilibrium geometry.

For the total energy, the calculation gives -948.74139 a.u. For the highest occupied orbital energy, the calculation gives -8.382 eV. For the orbital gap, the calculation gives 8.80 eV. The structure (SMILES) is NCN.SS. As for the spin multiplicity: 1. Its energy above the lowest of the compared OMol25 structures with the same formula, charge and spin is 0.764 eV. The molecular weight is 112.2 g mol⁻¹.

Each line ends with the natural charge from an NBO analysis.
Atoms and positions in Å:
S  0.29416  1.43026  -1.57539  -0.13
S  1.29910  2.44717  -0.04240  -0.15
H  -0.31070  0.72326  -0.61453  0.14
H  1.88207  3.34330  -0.84825  0.13
N  -0.93592  -2.69471  2.29888  -0.86
C  -1.55697  -2.64201  0.95241  -0.05
N  -0.64328  -2.16262  -0.03893  -0.86
H  -1.53158  -2.20103  2.95495  0.35
H  -0.87745  -3.58831  2.76061  0.36
H  -2.39983  -1.98728  1.09294  0.16
H  -1.87884  -3.65432  0.73415  0.17
H  -0.32158  -2.97481  -0.56403  0.36
H  0.18658  -1.64541  0.21067  0.38

Forces on atoms 1 to 3 (eV/Å):
S 0.05 -0.02 0.28
S 0.23 0.20 -0.01
H -0.27 -0.25 -0.26

---

Entry 2:
Density functional theory data (wB97M-V/def2-TZVPD) for a single CH8N2Si molecule in a non-equilibrium geometry.

For the total energy, the calculation gives -441.87323 a.u. For the highest occupied orbital energy, the calculation gives -8.767 eV. For the orbital gap, the calculation gives 9.59 eV. The structure (SMILES) is CN[SiH2]N. As for the spin multiplicity: 1. Its energy above the lowest of the compared OMol25 structures with the same formula, charge and spin is 0.074 eV. The molecular weight is 76.2 g mol⁻¹.

Each line ends with the natural charge from an NBO analysis.
Atoms and positions in Å:
C  -1.95773  0.40979  0.00563  -0.40
N  2.44275  0.31582  -0.16629  -1.25
N  -0.99680  -0.57613  -0.28537  -1.02
Si  0.85924  -0.51628  0.13569  1.37
H  -2.49545  0.69418  -1.03734  0.18
H  -2.78928  -0.08298  0.70051  0.18
H  -1.50529  1.23663  0.55702  0.21
H  2.86690  0.69476  -1.03278  0.39
H  2.56188  0.98129  0.52707  0.37
H  0.88966  0.10216  1.61613  -0.22
H  -1.19921  -1.33911  -0.93349  0.39
H  1.32334  -1.92011  -0.08676  -0.20

Forces on atoms 1 to 3 (eV/Å):
C -3.49 -0.77 -1.07
N -1.38 -0.95 -2.63
N 5.30 -1.09 0.10

---

Entry 3:
Density functional theory data (wB97M-V/def2-TZVPD) for a 2-piece molecular cluster, CH8N3O overall in a non-equilibrium geometry.

For the total energy, the calculation gives -282.15880 a.u. As for the charge: +1. For the highest occupied orbital energy, the calculation gives -15.022 eV. For the orbital gap, the calculation gives 11.61 eV. As for the spin multiplicity: 1. Its energy above the lowest of the compared OMol25 structures with the same formula, charge and spin is 1.914 eV. The molecular weight is 78.1 g mol⁻¹.

Each line ends with the natural charge from an NBO analysis.
Atoms and positions in Å:
N  -0.24507  -0.10787  -0.27103  -0.70
C  0.39057  0.65325  0.61140  0.69
N  1.44307  1.44863  0.21739  -0.78
N  0.01475  0.77530  1.88528  -0.83
H  -1.05395  -0.55427  0.03799  0.45
H  0.29593  -0.15107  -1.10029  0.42
H  1.84198  1.92383  1.11726  0.45
H  1.62326  1.47904  -0.77943  0.44
H  0.86557  0.86316  2.47928  0.40
H  -0.74165  1.10056  2.37760  0.45
H  -2.13117  -2.85797  -2.20778  0.50
H  -0.69703  -2.46822  -2.66143  0.48
O  -1.35445  -2.25837  -1.96913  -0.97

Forces on atoms 1 to 3 (eV/Å):
N 2.46 2.56 1.61
C -0.12 1.71 -1.64
N -1.30 -1.33 3.26

---

Entry 4:
Density functional theory data (wB97M-V/def2-TZVPD) for a 2-piece molecular cluster, CH8N3O overall in a non-equilibrium geometry.

For the total energy, the calculation gives -281.94798 a.u. As for the charge: +1. For the highest occupied orbital energy, the calculation gives -15.071 eV. For the orbital gap, the calculation gives 5.74 eV. As for the spin multiplicity: 1. Its energy above the lowest of the compared OMol25 structures with the same formula, charge and spin is 7.651 eV. The molecular weight is 78.1 g mol⁻¹.

Each line ends with the natural charge from an NBO analysis.
Atoms and positions in Å:
N  -0.80949  0.66062  0.38998  -0.28
C  -0.19622  0.32665  -0.81510  0.14
N  1.18256  0.32014  -0.47992  -0.61
N  -0.49867  -1.05691  -1.30231  -0.58
H  -1.56814  1.34115  0.37348  0.40
H  -0.24827  -0.18219  1.61126  0.46
H  1.33387  0.64143  0.51604  0.44
H  1.67602  0.98973  -1.14222  0.42
H  -0.33195  1.03772  -1.65807  0.22
H  -1.26545  -1.44396  -1.84481  0.44
H  0.18503  -1.67922  -1.04916  0.41
H  0.22234  -0.31173  3.12683  0.48
O  0.31836  -0.64345  2.27399  -0.93

Forces on atoms 1 to 3 (eV/Å):
N -1.01 -1.61 -0.83
C -0.56 -1.13 -2.57
N 1.43 3.13 0.03

---

Entry 5:
Density functional theory data (wB97M-V/def2-TZVPD) for an isolated ion of composition CH8N3Si and charge +1 in a non-equilibrium geometry.

For the total energy, the calculation gives -496.34682 a.u. As for the charge: +1. For the highest occupied orbital energy, the calculation gives -14.489 eV. For the orbital gap, the calculation gives 10.65 eV. The structure (SMILES) is NC(=[NH2+])N[SiH3]. As for the spin multiplicity: 1. Its energy above the lowest of the compared OMol25 structures with the same formula, charge and spin is 3.917 eV. The molecular weight is 90.2 g mol⁻¹.

Each line ends with the natural charge from an NBO analysis.
Atoms and positions in Å:
C  0.01147  -0.72168  0.69008  0.75
N  -0.85191  -1.33316  -0.13810  -0.76
N  0.71501  0.84526  0.13744  -1.04
N  0.42220  -1.18790  1.80543  -0.74
Si  -0.05770  1.61976  -1.21655  1.09
H  -1.14056  -0.72794  -0.93140  0.44
H  -1.56533  -1.90939  0.29031  0.43
H  1.73312  0.92628  0.14907  0.42
H  0.11868  -2.19041  1.94052  0.45
H  1.27443  -0.65125  2.07250  0.47
H  0.38487  0.89296  -2.39054  -0.19
H  -1.46713  1.56942  -1.15899  -0.17
H  0.42286  2.86805  -1.24977  -0.15

Forces on atoms 1 to 3 (eV/Å):
C 1.38 4.33 -4.38
N 0.42 2.32 0.25
N -2.48 -4.38 2.38

---

Entry 6:
Density functional theory data (wB97M-V/def2-TZVPD) for a 3-piece molecular cluster, CH8N4 overall in a non-equilibrium geometry.

For the total energy, the calculation gives -261.69462 a.u. For the highest occupied orbital energy (spin up / spin down), the calculation gives -7.768 / -7.617 eV. For the orbital gap (spin up / spin down), the calculation gives 8.32 / 7.80 eV. As for the spin multiplicity: 1. Its energy above the lowest of the compared OMol25 structures with the same formula, charge and spin is 6.598 eV. The molecular weight is 76.1 g mol⁻¹.

Each line ends with the natural charge from an NBO analysis.
Atoms and positions in Å:
C  0.67291  -0.03321  -0.16270  -0.05
N  -0.08038  -0.03022  0.93350  -0.50
N  -0.67856  1.25968  -1.08964  -0.43
N  1.45104  -1.20037  1.65723  -0.76
N  -1.83289  0.64143  -1.49247  -0.62
H  0.07235  0.84213  1.44227  0.34
H  -0.05437  1.30612  -1.89987  0.32
H  -2.48267  0.52243  -0.72274  0.36
H  1.62799  -0.73987  2.55462  0.32
H  0.86014  -2.00916  1.86613  0.33
H  -1.75155  -0.21682  -2.03514  0.34
H  0.61658  -0.90927  -0.80622  0.17
H  1.57943  0.56714  -0.24497  0.17

Forces on atoms 1 to 3 (eV/Å):
C -1.35 1.31 -1.24
N 1.01 -1.02 0.69
N 0.86 -0.38 -0.07

---

Entry 7:
Density functional theory data (wB97M-V/def2-TZVPD) for an isolated ion of composition CH8N5 and charge +1 in a non-equilibrium geometry.

For the total energy, the calculation gives -316.29857 a.u. As for the charge: +1. For the highest occupied orbital energy, the calculation gives -14.139 eV. For the orbital gap, the calculation gives 9.90 eV. The structure (SMILES) is NNCNN=[NH2+]. As for the spin multiplicity: 1. Its energy above the lowest of the compared OMol25 structures with the same formula, charge and spin is 4.562 eV. The molecular weight is 90.1 g mol⁻¹.

Each line ends with the natural charge from an NBO analysis.
Atoms and positions in Å:
C  -0.95937  -0.35059  -0.57159  -0.09
N  -0.24284  -1.21940  1.38878  -0.69
N  -1.41152  -0.58357  0.74125  -0.46
N  0.25312  0.35376  -0.44520  -0.30
N  0.80686  1.24322  -1.19867  0.16
N  1.84000  1.90930  -0.89095  -0.47
H  -1.65562  0.04317  -1.30227  0.25
H  -0.61897  -1.25673  -1.01892  0.18
H  -0.24589  -2.27496  1.12681  0.37
H  0.42585  -0.07111  0.50096  0.42
H  -0.28802  -1.24840  2.37550  0.40
H  2.08863  2.57243  -1.56193  0.42
H  -2.32638  -1.07053  0.78019  0.40
H  2.33416  1.95341  0.07605  0.41

Forces on atoms 1 to 3 (eV/Å):
C -1.13 -0.87 -3.28
N -1.56 -2.92 -2.01
N -0.32 -0.05 1.94

---

Entry 8:
Density functional theory data (wB97M-V/def2-TZVPD) for CH8N5O as an isolated structure in a non-equilibrium geometry.

For the total energy, the calculation gives -391.59358 a.u. As for the charge: +1. For the highest occupied orbital energy, the calculation gives -14.744 eV. For the orbital gap, the calculation gives 11.69 eV. As for the spin multiplicity: 1. Its energy above the lowest of the compared OMol25 structures with the same formula, charge and spin is 0.169 eV. The molecular weight is 106.1 g mol⁻¹.

Each line ends with the natural charge from an NBO analysis.
Atoms and positions in Å:
C  -0.90794  -0.98709  -0.64399  0.81
N  -1.88668  -1.89013  -0.87734  -0.78
N  0.56059  1.83004  -0.09163  -0.61
N  -0.12256  -1.23356  0.53908  -0.48
N  0.74584  0.91487  1.05273  -0.31
N  1.05270  -0.39468  0.67019  -0.29
O  -0.73624  0.14424  -1.18168  -0.66
H  -1.92579  -2.74086  -0.32229  0.43
H  -2.72417  -1.56405  -1.34734  0.44
H  1.47923  2.21143  -0.38824  0.41
H  -0.05831  2.60206  0.14281  0.42
H  -0.08501  -2.04598  1.10039  0.42
H  1.62630  1.30493  1.77192  0.40
H  -0.04855  1.05786  -0.71686  0.46
H  1.48760  -0.42311  -0.26659  0.35

Forces on atoms 1 to 3 (eV/Å):
C 0.40 0.03 3.62
N 0.72 1.04 -0.31
N 1.49 -0.20 0.99